C8H17N4 | ωB97M-V/def2-TZVPD

Properties
**Relative energy (zero: lowest compared OMol25 entry of this formula, charge and spin)**: 3.316 eV
**E_tot**: -14521.82933 eV
**E_HOMO**: -11.71 eV

```
! wB97M-V def2-TZVPD RIJCOSX def2/J DEFGRID3
* xyz 1 1
C -1.002 -0.092 2.557
C 0.905 -0.601 -0.587
C -0.722 2.984 0.817
C 0.431 3.002 2.845
C -0.666 -1.469 -3.075
C 0.714 -3.509 -2.788
C 1.149 -1.604 -1.584
C -1.224 1.245 2.595
N -0.789 -1.283 2.379
N 0.749 0.207 0.203
N -0.304 2.100 1.955
N 0.097 -2.331 -2.229
H 0.102 3.099 0.075
H -1.480 2.522 0.230
H -1.240 3.866 1.242
H 0.598 2.371 3.745
H 1.340 3.280 2.468
H -0.106 3.884 3.051
H -1.002 -0.573 -2.563
H -0.098 -1.303 -4.057
H -1.733 -1.902 -3.351
H 0.800 -4.085 -1.805
H 0.176 -4.005 -3.544
H 1.779 -3.417 -3.133
H 1.864 -1.147 -2.253
H 1.702 -2.358 -1.052
H -1.939 1.583 3.296
H -0.540 -1.991 2.992
H 0.439 1.525 1.572
*
```